# 1
22
Properties=species:S:1:pos:R:3:lowdin_charge:R:1 method="wB97M-V/def2-TZVPD" e_above_lowest_ev=9.2309 total_energy_ha=-479.2054 e_lumo_ev=0.36 gap_ev=8.3 multiplicity=1
C -3.41 -0.69 -0.07 -0.134
C -2.11 -0.07 -0.15 -0.446
C -1.88 1.31 0.21 0.005
C -0.49 1.57 0.24 -0.016
C 0.50 0.76 -0.05 -0.450
C 2.70 0.28 -0.51 -0.104
C 2.42 -0.91 0.59 -0.200
C 0.22 -0.52 -0.27 -0.278
C -1.12 -1.00 -0.15 -0.030
H -3.76 -0.16 1.15 0.162
H -4.12 -0.41 -1.22 0.152
H -3.31 -2.11 -0.17 0.164
H -2.73 1.82 0.74 0.120
H -0.14 2.58 0.47 0.132
H 3.61 0.74 -0.16 0.090
H 2.88 -0.14 -1.66 0.186
H 3.20 -1.80 0.93 0.146
H 2.02 -0.33 1.77 0.190
H 1.00 -1.91 1.18 0.234
H -1.22 -2.11 -0.20 0.121
N 1.18 -1.50 -0.07 -0.042
O 1.65 1.25 -0.17 -0.005

# 2
41
Properties=species:S:1:pos:R:3:lowdin_charge:R:1 method="wB97M-V/def2-TZVPD" smiles="CCOS(C)(=O)=O.C[N+](=O)[O-].C[N+](=O)[O-].CO.CO" e_above_lowest_ev=0.0000 total_energy_ha=-1464.4657 e_lumo_ev=-0.13 gap_ev=10.2 multiplicity=1
C -3.77 19.88 -21.69 -0.091
C -2.62 20.36 -22.52 -0.285
O -2.46 19.42 -23.61 -0.274
S -1.01 18.56 -23.72 0.649
C -1.21 17.54 -22.19 -0.095
O -1.07 17.67 -24.84 -0.282
O 0.09 19.49 -23.58 -0.294
H -4.07 20.74 -21.10 0.080
H -3.65 19.03 -21.02 0.074
H -4.67 19.69 -22.28 0.082
H -2.83 21.33 -22.97 0.122
H -1.79 20.58 -21.84 0.118
H -0.31 16.92 -22.28 0.066
H -2.12 16.96 -22.36 0.072
H -1.22 18.25 -21.37 0.058
C -6.51 12.68 -18.08 0.056
N -6.18 13.73 -17.00 -0.403
O -7.08 13.97 -16.17 0.026
O -5.10 14.32 -17.02 0.044
H -6.44 11.66 -17.71 0.093
H -5.70 12.87 -18.78 0.089
H -7.54 12.79 -18.42 0.094
C -6.13 16.06 -9.36 0.038
N -4.82 15.37 -9.14 -0.425
O -3.80 16.02 -9.24 0.066
O -4.86 14.16 -8.78 0.024
H -6.89 15.67 -8.68 0.102
H -6.34 15.87 -10.41 0.100
H -5.93 17.13 -9.40 0.096
C -7.93 8.41 -24.26 -0.162
O -7.34 7.27 -23.62 -0.124
H -8.24 9.22 -23.61 0.077
H -7.26 8.81 -25.02 0.070
H -8.79 8.10 -24.86 0.069
H -7.03 6.70 -24.33 0.069
C -0.17 11.13 -13.40 -0.188
O 0.79 10.16 -13.72 -0.111
H -0.35 11.42 -12.36 0.075
H 0.10 12.05 -13.93 0.073
H -1.14 10.79 -13.75 0.077
H 1.59 10.36 -13.22 0.074

# 3
60
Properties=species:S:1:pos:R:3:lowdin_charge:R:1 method="wB97M-V/def2-TZVPD" smiles="CCCCC(=O)Nc1ccc2c(c1)nc(CN1CCN(C(=O)OCC)CC1)n2C" e_above_lowest_ev=0.3373 total_energy_ha=-1318.3843 e_lumo_ev=0.61 gap_ev=8.6 multiplicity=1
C 2.05 3.26 -8.46 -0.114
C 1.28 2.99 -7.17 -0.271
C 1.96 3.64 -5.96 -0.221
C 1.20 3.38 -4.67 -0.120
C 1.33 1.93 -4.21 -0.464
O 2.17 1.17 -4.64 0.072
N 0.42 1.62 -3.25 0.118
C 0.23 0.42 -2.55 -0.218
C 1.01 -0.72 -2.80 -0.013
C 0.81 -1.90 -2.11 -0.005
C -0.18 -1.92 -1.15 -0.166
C -0.97 -0.78 -0.88 -0.218
C -0.77 0.40 -1.58 0.045
N -1.88 -1.08 0.10 0.172
C -1.66 -2.32 0.43 -0.283
C -2.40 -3.03 1.52 -0.111
N -2.17 -2.48 2.84 -0.155
C -2.76 -1.16 3.02 -0.166
C -2.65 -0.76 4.49 -0.114
N -1.27 -0.81 4.92 -0.037
C -0.61 0.34 5.20 -0.537
O -1.13 1.42 5.27 0.089
O 0.71 0.12 5.42 -0.017
C 1.46 1.25 5.84 -0.223
C 1.31 1.52 7.33 -0.063
C -0.65 -2.09 4.70 -0.117
C -0.77 -2.46 3.22 -0.164
N -0.64 -2.90 -0.29 -0.026
C -0.15 -4.24 -0.20 -0.010
H 3.05 2.85 -8.39 0.073
H 1.55 2.80 -9.30 0.067
H 2.12 4.33 -8.64 0.070
H 1.21 1.92 -7.00 0.106
H 0.26 3.39 -7.26 0.108
H 2.97 3.23 -5.86 0.114
H 2.05 4.71 -6.13 0.113
H 0.15 3.63 -4.80 0.117
H 1.61 4.01 -3.87 0.124
H -0.22 2.35 -2.97 0.139
H 1.77 -0.66 -3.56 0.096
H 1.43 -2.76 -2.33 0.104
H -1.38 1.26 -1.38 0.117
H -2.12 -4.09 1.54 0.115
H -3.47 -2.97 1.32 0.130
H -3.81 -1.21 2.73 0.125
H -2.26 -0.41 2.39 0.115
H -3.02 0.26 4.65 0.124
H -3.23 -1.46 5.11 0.129
H 1.13 2.13 5.27 0.120
H 2.50 1.01 5.59 0.121
H 1.95 2.35 7.62 0.076
H 0.28 1.77 7.55 0.074
H 1.59 0.63 7.90 0.076
H 0.39 -2.05 5.00 0.124
H -1.18 -2.84 5.30 0.131
H -0.36 -3.46 3.07 0.119
H -0.19 -1.74 2.62 0.136
H 0.65 -4.37 -0.92 0.086
H -0.94 -4.96 -0.44 0.099
H 0.23 -4.46 0.80 0.088

# 4
9
Properties=species:S:1:pos:R:3:lowdin_charge:R:1 method="wB97M-V/def2-TZVPD" e_above_lowest_ev=1.4422 total_energy_ha=-1546.4009 e_lumo_ev=-0.12 gap_ev=9.6 multiplicity=1
C 1.60 0.29 -0.71 -0.298
C -1.65 -1.18 0.56 -1.283
O 1.22 2.78 0.08 -0.555
O -0.58 -1.64 0.38 -0.019
S 0.74 1.42 0.12 0.797
Cl -2.30 0.26 -0.17 0.636
Cl -2.75 -1.68 1.81 0.660
H 2.46 0.55 -1.33 0.021
H 1.27 -0.81 -0.74 0.040

# 5
17
Properties=species:S:1:pos:R:3:lowdin_charge:R:1 method="wB97M-V/def2-TZVPD" e_above_lowest_ev=0.6647 total_energy_ha=-309.8179 e_lumo_ev=1.05 gap_ev=10.7 multiplicity=1
C 2.04 0.40 0.17 -0.003
C 0.59 0.05 -0.01 -0.510
C -0.05 -1.25 0.51 -0.034
C -0.93 -0.95 -0.71 -0.281
C -1.71 0.31 -0.31 -0.117
C -0.50 1.12 0.25 -0.102
O 0.24 -0.37 -1.36 -0.051
H 2.27 1.39 -0.25 0.085
H 2.66 -0.35 -0.33 0.088
H 2.30 0.41 1.24 0.089
H -0.50 -1.26 1.51 0.119
H 0.60 -2.11 0.34 0.120
H -1.43 -1.72 -1.30 0.146
H -2.50 0.12 0.43 0.111
H -2.16 0.79 -1.18 0.110
H -0.30 2.03 -0.32 0.116
H -0.60 1.38 1.31 0.116

# 6
43
Properties=species:S:1:pos:R:3:lowdin_charge:R:1 method="wB97M-V/def2-TZVPD" smiles="CNC(=O)[C@H](CCSC)NC(C)=O.C=CC(=O)C(=C)N" e_above_lowest_ev=1.0712 total_energy_ha=-1297.3227 e_lumo_ev=-0.30 gap_ev=8.2 multiplicity=1
C 3.28 0.24 4.69 -0.053
N 2.85 -0.58 3.56 0.029
C 1.73 -0.37 2.86 -0.449
O 0.93 0.52 3.14 0.048
C 1.43 -1.37 1.73 -0.219
C 0.33 -0.91 0.76 -0.197
C 0.70 0.35 -0.03 -0.485
S 2.10 0.19 -1.17 0.800
C 1.43 -0.96 -2.41 -0.403
N 1.08 -2.70 2.26 0.112
C 1.96 -3.57 2.73 -0.543
C 1.41 -4.88 3.24 0.005
O 3.17 -3.35 2.76 0.033
H 2.49 0.27 5.45 0.085
H 3.49 1.26 4.35 0.086
H 4.19 -0.19 5.13 0.085
H 3.40 -1.40 3.32 0.108
H 2.35 -1.48 1.15 0.130
H 0.11 -1.71 0.05 0.103
H -0.59 -0.71 1.32 0.120
H -0.17 0.66 -0.61 0.046
H 0.91 1.16 0.67 0.076
H 1.23 -1.92 -1.95 0.027
H 0.51 -0.55 -2.83 0.019
H 2.17 -1.09 -3.20 0.034
H 0.10 -2.94 2.30 0.149
H 0.90 -5.40 2.43 0.083
H 2.24 -5.50 3.60 0.086
H 0.72 -4.69 4.06 0.084
C -5.89 3.94 -3.91 0.075
C -4.54 3.71 -4.04 -0.082
C -3.82 2.65 -3.31 -0.363
O -4.48 1.84 -2.65 0.064
C -2.34 2.49 -3.34 -0.320
C -1.48 3.38 -3.95 0.069
N -1.72 1.40 -2.73 0.082
H -6.39 4.72 -4.46 0.059
H -6.51 3.33 -3.25 0.067
H -3.98 4.35 -4.71 0.083
H -0.41 3.21 -3.95 0.060
H -1.81 4.28 -4.46 0.045
H -0.74 1.48 -2.48 0.070
H -2.33 0.84 -2.12 0.095